Here is C12H15BrN6O3S3 as an isolated structure at a distorted geometry from the Open Molecules 2025 dataset. Energies are from ωB97M-V with the def2-TZVPD basis set.

E_tot ... -130301.8984 eV
HOMO level ... -8.84 eV
ΔE to the lowest compared entry with this formula, charge and spin ... 382.0 kcal/mol
HOMO-LUMO gap ... 7.68 eV
Total charge ... 0

Structure (XYZ):
```
40
C12H15BrN6O3S3 | the Open Molecules 2025 dataset | ωB97M-V with the def2-TZVPD basis set
C -1.75 -2.87 -1.56
C -2.75 -3.13 -0.63
H -3.13 -4.05 -0.74
H -2.51 -2.99 0.37
S -4.34 -2.24 -1.08
C -3.82 -0.60 -0.38
N -4.44 0.46 -0.61
N -3.79 1.69 -0.41
C -2.78 1.44 0.34
N -1.91 2.34 0.99
C -0.87 2.29 1.69
O -0.61 1.05 1.87
C 0.09 3.09 1.93
H 0.44 3.20 3.10
H -0.48 4.20 1.86
C 1.22 3.27 1.23
N 1.92 1.84 0.93
S 1.38 1.27 -0.51
O 2.30 2.11 -1.66
O -0.04 1.43 -0.64
C 1.91 -0.36 -0.51
C 1.02 -1.13 0.43
C 1.54 -2.43 0.46
C 2.68 -2.89 0.00
N 3.53 -1.94 -1.07
C 3.26 -0.80 -0.97
N 4.04 -0.19 -1.60
H 4.86 -0.26 -2.08
H 3.63 0.89 -1.72
H 3.13 -4.00 -0.03
Br 0.48 -3.68 1.28
H 0.19 -0.89 0.57
H 1.72 1.40 1.66
H 2.03 3.84 1.50
H 0.98 3.62 0.12
H -2.12 3.54 0.75
S -2.33 -0.27 0.44
H -2.18 -3.00 -2.38
H -1.00 -3.53 -1.45
H -1.53 -1.73 -1.47
```


Here is a 2-piece molecular cluster, C12H15ClSi overall at a distorted geometry from the Open Molecules 2025 dataset. Energies are from ωB97M-V with the def2-TZVPD basis set.

E_tot ... -33082.1815 eV
HOMO level (alpha / beta) ... -7.69 / -7.69 eV
ΔE to the lowest compared entry with this formula, charge and spin ... 136.3 kcal/mol
HOMO-LUMO gap (alpha / beta) ... 5.96 / 5.96 eV
Total charge ... 0

Structure (XYZ):
```
29
C12H15ClSi | the Open Molecules 2025 dataset | ωB97M-V with the def2-TZVPD basis set
C 1.23 -2.18 -1.46
C -1.20 1.00 -1.86
C 1.09 -3.53 -1.61
C -1.83 2.14 -2.26
C -0.16 -2.82 0.32
C -0.82 2.58 -0.27
C 0.52 -1.80 -0.25
C -0.52 1.24 -0.62
C 0.23 -4.08 -0.45
C -1.71 3.29 -1.25
C 1.40 1.94 2.22
C 1.07 0.34 2.05
Si 0.47 -0.04 0.35
Cl -1.11 -0.14 4.15
H 1.82 -1.42 -1.97
H -1.24 -0.01 -2.14
H 1.48 -4.11 -2.37
H -2.45 2.30 -3.14
H -0.58 -2.80 1.28
H -0.49 3.05 0.59
H -0.63 -4.50 -0.83
H 1.07 -4.60 0.06
H -1.16 4.03 -1.74
H -2.73 3.52 -0.89
H 0.29 2.25 2.38
H 1.94 2.18 3.18
H 1.79 2.39 1.25
H 0.29 0.03 2.95
H 1.95 -0.24 2.33
```


Here is a 3-piece molecular cluster, C12H15F9O6 overall at a distorted geometry from the Open Molecules 2025 dataset. Energies are from ωB97M-V with the def2-TZVPD basis set.

SMILES string ... CCOC(=O)C(F)(F)F.CCOC(=O)C(F)(F)F.CCOC(=O)C(F)(F)F
E_tot ... -49426.2253 eV
HOMO level ... -11.29 eV
ΔE to the lowest compared entry with this formula, charge and spin ... 104.1 kcal/mol
HOMO-LUMO gap ... 11.02 eV
Total charge ... 0

Structure (XYZ):
```
42
C12H15F9O6 | the Open Molecules 2025 dataset | ωB97M-V with the def2-TZVPD basis set
C -0.18 1.43 -2.72
C -0.73 0.12 -2.96
O -1.76 0.33 -3.97
C -2.33 -0.71 -4.56
O -2.19 -1.92 -4.21
C -3.22 -0.27 -5.70
F -2.80 0.77 -6.36
F -3.15 -1.36 -6.65
F -4.51 -0.14 -5.22
H -0.97 2.00 -2.74
H 0.19 1.68 -3.63
H 0.53 1.42 -1.82
H -1.09 -0.53 -2.13
H 0.01 -0.57 -3.43
C 2.92 0.05 -0.54
C 2.53 1.18 0.51
O 3.53 1.09 1.61
C 3.15 1.34 2.90
O 1.99 1.66 3.20
C 4.30 0.99 3.84
F 3.74 0.56 5.13
F 5.12 0.00 3.29
F 4.92 2.20 4.05
H 2.67 -0.74 0.14
H 3.89 -0.01 -0.96
H 2.14 0.16 -1.35
H 1.46 1.10 0.75
H 2.79 2.18 -0.03
C -1.86 0.72 4.06
C -1.45 0.19 2.72
O -1.94 -1.07 2.39
C -1.24 -1.85 1.45
O -0.47 -1.35 0.59
C -1.85 -3.22 1.20
F -0.81 -4.13 1.29
F -2.84 -3.51 2.12
F -2.33 -3.32 -0.08
H -3.06 0.48 4.14
H -1.74 1.74 4.17
H -1.33 0.15 4.86
H -0.41 0.22 2.65
H -1.62 0.95 2.02
```


Here is a 3-piece molecular cluster, C12H15F9O6 overall at a distorted geometry from the Open Molecules 2025 dataset. Energies are from ωB97M-V with the def2-TZVPD basis set.

SMILES string ... CCOC(=O)C(F)(F)F.CCOC(=O)C(F)(F)F.CCOC(=O)C(F)(F)F
E_tot ... -49430.5190 eV
HOMO level ... -11.36 eV
ΔE to the lowest compared entry with this formula, charge and spin ... 5.1 kcal/mol
HOMO-LUMO gap ... 11.86 eV
Total charge ... 0

Structure (XYZ):
```
42
C12H15F9O6 | the Open Molecules 2025 dataset | ωB97M-V with the def2-TZVPD basis set
C -0.33 0.04 -3.04
C -0.28 -0.78 -1.79
O -1.41 -0.40 -0.99
C -1.92 -1.27 -0.14
O -1.75 -2.45 -0.12
C -2.85 -0.60 0.89
F -2.49 -1.00 2.12
F -2.77 0.74 0.86
F -4.12 -0.94 0.69
H -0.19 1.08 -2.75
H -1.31 0.00 -3.53
H 0.41 -0.24 -3.79
H 0.63 -0.57 -1.22
H -0.25 -1.86 -1.92
C 0.81 -2.89 5.10
C 1.74 -3.69 4.22
O 1.43 -3.41 2.85
C 1.79 -4.30 1.96
O 2.30 -5.36 2.16
C 1.43 -3.87 0.52
F 1.11 -2.56 0.44
F 2.48 -4.07 -0.28
F 0.41 -4.58 0.07
H -0.23 -3.17 4.93
H 0.87 -1.83 4.84
H 1.12 -3.02 6.13
H 1.66 -4.76 4.40
H 2.78 -3.42 4.42
C -1.89 4.24 -0.49
C -1.12 3.57 -1.61
O 0.17 4.19 -1.73
C 0.67 4.32 -2.95
O 0.10 4.17 -3.99
C 2.16 4.74 -2.91
F 2.66 4.76 -1.68
F 2.86 3.85 -3.62
F 2.32 5.94 -3.46
H -2.96 4.04 -0.62
H -1.73 5.31 -0.50
H -1.63 3.84 0.49
H -1.65 3.71 -2.55
H -1.02 2.51 -1.41
```


Here is a 2-piece molecular cluster, C12H15FNO overall at a distorted geometry from the Open Molecules 2025 dataset. Energies are from ωB97M-V with the def2-TZVPD basis set.

E_tot ... -18929.5195 eV
HOMO level (alpha / beta) ... -13.43 / -13.43 eV
ΔE to the lowest compared entry with this formula, charge and spin ... 75.2 kcal/mol
HOMO-LUMO gap (alpha / beta) ... 6.11 / 6.23 eV
Total charge ... +1

Structure (XYZ):
```
30
C12H15FNO | the Open Molecules 2025 dataset | ωB97M-V with the def2-TZVPD basis set
C 1.50 0.69 -2.90
C 0.40 -0.16 -3.04
C 1.97 1.07 -1.63
C -0.35 -0.32 -1.91
C 1.25 0.81 -0.51
C 0.02 0.08 -0.64
C 1.84 -1.56 1.23
C 0.84 -1.02 1.86
C -2.40 -0.10 0.04
C 0.91 -0.15 3.07
C -2.77 1.20 -0.64
C -0.59 -1.21 1.34
N -0.92 -0.26 0.30
O -3.07 -0.86 0.64
F -1.03 1.31 1.27
H 2.02 1.08 -3.72
H 0.13 -0.51 -4.06
H 2.87 1.76 -1.68
H -1.33 -0.80 -2.11
H 1.77 1.12 0.41
H 1.78 -2.06 0.32
H 2.94 -1.48 1.64
H 1.93 0.37 2.98
H 0.84 -0.63 4.02
H 0.01 0.60 2.93
H -2.04 1.85 -0.77
H -3.60 1.77 -0.13
H -3.16 0.87 -1.56
H -0.36 -2.19 1.05
H -1.38 -1.26 2.19
```


Here is one molecule with the formula C12H15N3 at a distorted geometry from the Open Molecules 2025 dataset. Energies are from ωB97M-V with the def2-TZVPD basis set.

E_tot ... -17150.5479 eV
HOMO level ... -8.00 eV
ΔE to the lowest compared entry with this formula, charge and spin ... 144.9 kcal/mol
HOMO-LUMO gap ... 8.38 eV
Total charge ... 0

Structure (XYZ):
```
30
C12H15N3 | the Open Molecules 2025 dataset | ωB97M-V with the def2-TZVPD basis set
C 1.34 -1.66 -1.43
C 2.45 1.64 -0.06
C 1.01 -0.68 -0.44
C 1.34 0.73 0.02
C -2.09 -0.72 -0.83
C 0.05 0.40 -0.77
C 1.48 -0.43 0.91
C -3.57 -1.01 -0.58
C 0.12 1.03 -2.19
C 2.97 -0.94 1.20
C 0.72 -0.55 2.22
C -2.08 1.51 0.34
N 1.64 -2.43 -2.22
N 3.45 2.15 0.19
N -1.46 0.35 -0.38
H -3.48 -2.02 -0.10
H -3.96 -1.17 -1.57
H -4.25 -0.28 -0.07
H 0.96 1.32 -2.66
H -0.58 1.85 -2.16
H -0.44 0.44 -2.83
H 2.77 -1.68 2.03
H 3.69 -0.16 1.66
H 3.39 -1.40 0.29
H 0.55 0.33 2.84
H 1.28 -1.19 2.92
H -0.32 -0.80 2.20
H -2.22 1.25 1.36
H -1.64 2.43 0.07
H -3.15 1.70 0.05
```


Here is one molecule with the formula C12H15N3O4 at a distorted geometry from the Open Molecules 2025 dataset. Energies are from ωB97M-V with the def2-TZVPD basis set.

SMILES string ... O=[N+]([O-])c1ccc(N2CCCCCC2)c([N+](=O)[O-])c1
E_tot ... -25330.8536 eV
HOMO level ... -8.43 eV
ΔE to the lowest compared entry with this formula, charge and spin ... 318.7 kcal/mol
HOMO-LUMO gap ... 8.49 eV
Total charge ... 0

Structure (XYZ):
```
34
C12H15N3O4 | the Open Molecules 2025 dataset | ωB97M-V with the def2-TZVPD basis set
O -2.35 -1.70 -5.12
N -2.43 -0.63 -4.66
O -3.00 0.25 -5.08
C -1.72 -0.45 -3.32
C -1.77 0.54 -2.55
C -1.23 0.99 -1.34
C -0.45 -0.11 -0.65
N 0.63 0.13 0.19
C 0.92 1.51 0.53
C 0.16 1.99 1.75
C 0.63 1.59 3.05
C 0.72 0.31 3.23
C 1.79 -0.40 2.36
C 1.35 -0.86 0.97
C -0.39 -1.35 -1.45
N 0.27 -2.78 -1.08
O -0.07 -3.01 0.01
O 0.90 -3.36 -1.82
C -0.91 -1.33 -2.84
H -2.56 1.49 -2.75
H -1.41 1.72 -0.75
H 1.85 1.61 0.71
H 0.72 1.91 -0.31
H -0.99 1.82 1.58
H -0.09 3.09 1.54
H 1.71 2.24 3.08
H -0.09 2.07 3.97
H 1.08 -0.06 4.41
H 0.15 -0.42 3.04
H 2.74 0.16 2.02
H 2.21 -1.40 2.83
H 2.00 -1.42 0.51
H 0.56 -1.84 1.25
H -0.93 -2.33 -3.29
```


> Which value of E_tot does entry 5 give?

-18929.5195 eV


> What is the formula in the seventh record?

C12H15N3O4


> What is the E_tot in the third record?

-49426.2253 eV


> Which formula does entry 3 have?

C12H15F9O6